Entry 1:
An isolated ion of composition C4H7N2S and charge +1 in a non-equilibrium geometry. Source: the Open Molecules 2025 dataset; level of theory: ωB97M-V with the def2-TZVPD basis set.

CARTESIAN COORDINATES (ANGSTROEM)
1 S -3.437 -0.534 -0.109
2 N -1.616 1.325 0.080
3 N -0.940 0.307 0.335
4 C 0.432 0.302 0.666
5 C 1.140 -0.201 -0.571
6 C -2.831 1.206 -0.259
7 C -1.868 -0.939 0.391
8 H 0.509 -0.555 1.338
9 H 1.197 0.349 -1.440
10 H 0.605 1.226 1.149
11 H -1.327 -1.722 0.874
12 H -3.243 2.066 -0.716
13 H 0.801 -1.178 -0.684
14 H 2.175 -0.214 -0.159

Results
Charge: +1
E_LUMO: -5.7 eV
DFT total energy: -663.95719 Eh
Strongest force on any atom: 0.17059 Eh/bohr

For reference, the natural (NBO) charges in units of e are:
1 S 0.607
2 N -0.159
3 N -0.061
4 C -0.218
5 C -0.597
6 C -0.102
7 C -0.176
8 H 0.218
9 H 0.238
10 H 0.256
11 H 0.272
12 H 0.274
13 H 0.209
14 H 0.241

=====

Entry 2:
A 2-piece molecular cluster, C4H7N2S overall in a non-equilibrium geometry. Source: the Open Molecules 2025 dataset; level of theory: ωB97M-V with the def2-TZVPD basis set.

CARTESIAN COORDINATES (ANGSTROEM)
1 S 3.043 0.737 -0.318
2 N -1.295 1.143 -0.478
3 N -0.027 -0.560 -0.086
4 C -1.693 0.682 0.728
5 C -0.925 -0.415 0.954
6 C -0.331 0.339 -1.039
7 C 0.870 -1.533 -0.202
8 H -1.036 -1.030 1.806
9 H 3.075 1.273 0.917
10 H -2.461 1.015 1.249
11 H 1.128 -2.124 0.630
12 H 1.230 -1.919 -1.147
13 H -1.743 1.982 -1.001
14 H 0.165 0.412 -2.015

Results
Charge: +1
E_LUMO (alpha / beta): -5.2 / -5.7 eV
DFT total energy: -663.94667 Eh
Strongest force on any atom: 0.10116 Eh/bohr

For reference, the natural (NBO) charges in units of e are:
1 S -0.137
2 N -0.462
3 N -0.328
4 C -0.010
5 C -0.050
6 C 0.250
7 C -0.074
8 H 0.259
9 H 0.119
10 H 0.245
11 H 0.217
12 H 0.226
13 H 0.473
14 H 0.272

=====

Entry 3:
An isolated ion of composition C4H7N2S and charge +1 in a non-equilibrium geometry. Source: the Open Molecules 2025 dataset; level of theory: ωB97M-V with the def2-TZVPD basis set.

CARTESIAN COORDINATES (ANGSTROEM)
1 S 0.492 0.018 -2.697
2 N 0.504 -0.849 1.354
3 N -0.710 -0.371 3.238
4 C -0.503 1.585 -2.988
5 C 0.938 -0.679 -1.118
6 C 0.694 -0.793 0.163
7 C 0.232 -1.044 2.586
8 H -0.665 1.522 -4.058
9 H -0.868 -0.528 4.220
10 H -1.446 1.568 -2.452
11 H 0.819 -1.769 3.141
12 H 0.114 2.436 -2.719
13 H 1.702 -1.392 -1.433
14 H -1.303 0.293 2.764

Results
Charge: +1
E_LUMO: -4.2 eV
DFT total energy: -663.97796 Eh
Structure (SMILES): CSC=C=NC=[NH2+]
Strongest force on any atom: 0.03429 Eh/bohr

For reference, the natural (NBO) charges in units of e are:
1 S 0.302
2 N -0.385
3 N -0.713
4 C -0.681
5 C -0.455
6 C 0.447
7 C 0.348
8 H 0.259
9 H 0.436
10 H 0.234
11 H 0.241
12 H 0.238
13 H 0.303
14 H 0.426

=====

Entry 4:
One molecule with the formula C4H7N3 in a non-equilibrium geometry. Source: the Open Molecules 2025 dataset; level of theory: ωB97M-V with the def2-TZVPD basis set.

CARTESIAN COORDINATES (ANGSTROEM)
1 N -0.600 -1.084 -0.055
2 N -0.561 1.059 0.206
3 N 0.110 -0.044 0.117
4 C -1.821 -0.650 -0.166
5 C 1.510 -0.204 0.624
6 C 2.352 0.155 -0.562
7 C -1.812 0.712 -0.166
8 H -2.559 -1.311 -0.228
9 H 3.440 0.273 -0.350
10 H 1.667 -1.051 1.205
11 H 1.675 0.564 1.333
12 H 1.921 1.098 -0.916
13 H -2.549 1.545 -0.081
14 H 2.393 -0.719 -1.220

Results
E_LUMO: 1.1 eV
DFT total energy: -320.81922 Eh
Structure (SMILES): CCn1nccn1
Strongest force on any atom: 0.07735 Eh/bohr

For reference, the natural (NBO) charges in units of e are:
1 N -0.243
2 N -0.253
3 N 0.029
4 C -0.104
5 C -0.215
6 C -0.620
7 C -0.116
8 H 0.202
9 H 0.213
10 H 0.223
11 H 0.209
12 H 0.231
13 H 0.226
14 H 0.218

=====

Entry 5:
One molecule with the formula C4H7N3 in a non-equilibrium geometry. Source: the Open Molecules 2025 dataset; level of theory: ωB97M-V with the def2-TZVPD basis set.

CARTESIAN COORDINATES (ANGSTROEM)
1 N -2.322 -3.001 0.420
2 N -1.357 0.065 1.736
3 N -0.077 -0.453 -0.117
4 C 1.159 1.213 -1.442
5 C -1.057 -0.734 0.783
6 C 0.575 0.846 -0.087
7 C -1.740 -2.010 0.559
8 H 1.991 0.559 -1.725
9 H -2.124 -0.297 2.293
10 H 0.081 -1.080 -0.890
11 H 1.540 2.238 -1.407
12 H 1.352 0.852 0.688
13 H -0.180 1.575 0.225
14 H 0.396 1.165 -2.227

Results
E_LUMO: 0.8 eV
DFT total energy: -320.86781 Eh
Structure (SMILES): [H]/N=C(\C#N)NCC
Strongest force on any atom: 0.02293 Eh/bohr

For reference, the natural (NBO) charges in units of e are:
1 N -0.273
2 N -0.675
3 N -0.577
4 C -0.619
5 C 0.334
6 C -0.222
7 C 0.208
8 H 0.207
9 H 0.357
10 H 0.406
11 H 0.225
12 H 0.197
13 H 0.221
14 H 0.210

=====

Entry 6:
One molecule with the formula C4H7N3 in a non-equilibrium geometry. Source: the Open Molecules 2025 dataset; level of theory: ωB97M-V with the def2-TZVPD basis set.

CARTESIAN COORDINATES (ANGSTROEM)
1 N -0.571 1.151 0.158
2 N -2.445 -0.261 -0.120
3 N 2.408 -0.475 0.330
4 C -1.065 -0.079 -0.067
5 C 0.829 1.116 0.055
6 C -0.050 -1.017 -0.229
7 C 1.119 -0.261 -0.040
8 H 2.934 -1.282 -0.014
9 H 2.562 0.545 0.545
10 H -2.939 0.153 0.655
11 H 1.229 1.738 -0.750
12 H -0.194 -2.087 -0.279
13 H -2.711 -1.225 -0.240
14 H -1.106 1.983 -0.003

Results
E_LUMO: 1.0 eV
DFT total energy: -320.81566 Eh
Structure (SMILES): Nc1c[nH]c(N)c1
Strongest force on any atom: 0.05218 Eh/bohr

For reference, the natural (NBO) charges in units of e are:
1 N -0.529
2 N -0.817
3 N -0.831
4 C 0.382
5 C -0.374
6 C -0.440
7 C 0.202
8 H 0.392
9 H 0.424
10 H 0.379
11 H 0.210
12 H 0.221
13 H 0.381
14 H 0.400

=====

Entry 7:
One molecule with the formula C4H7N3 in a non-equilibrium geometry. Source: the Open Molecules 2025 dataset; level of theory: ωB97M-V with the def2-TZVPD basis set.

CARTESIAN COORDINATES (ANGSTROEM)
1 N -1.811 -0.016 1.197
2 N 0.367 0.009 0.381
3 N 0.392 -1.049 3.653
4 C -0.008 0.614 -0.890
5 C 0.740 -0.018 -2.055
6 C 0.007 -0.683 2.625
7 C -0.558 -0.206 1.360
8 H 1.343 -0.007 0.637
9 H -2.338 -0.279 2.024
10 H -1.085 0.468 -0.998
11 H 0.170 1.698 -0.859
12 H 0.534 -1.091 -2.109
13 H 0.425 0.439 -2.999
14 H 1.824 0.120 -1.969

Results
E_LUMO: 0.8 eV
DFT total energy: -320.86754 Eh
Structure (SMILES): [H]/N=C(\C#N)NCC
Strongest force on any atom: 0.02224 Eh/bohr

For reference, the natural (NBO) charges in units of e are:
1 N -0.674
2 N -0.579
3 N -0.273
4 C -0.229
5 C -0.612
6 C 0.206
7 C 0.338
8 H 0.401
9 H 0.359
10 H 0.238
11 H 0.189
12 H 0.215
13 H 0.219
14 H 0.202

=====

Entry 8:
One molecule with the formula C4H7N3 in a non-equilibrium geometry. Source: the Open Molecules 2025 dataset; level of theory: ωB97M-V with the def2-TZVPD basis set.

CARTESIAN COORDINATES (ANGSTROEM)
1 N -3.312 -0.745 -0.591
2 N -0.060 -1.547 0.464
3 N -0.919 -0.240 -0.212
4 C -0.137 0.634 -0.883
5 C 0.612 1.688 -0.136
6 C 1.206 -1.387 0.698
7 C -2.201 -0.482 -0.426
8 H 1.089 1.298 0.765
9 H 1.388 2.101 -0.784
10 H 1.869 -0.620 0.347
11 H -0.046 2.512 0.165
12 H -0.509 0.942 -1.862
13 H 1.684 -1.961 1.495
14 H -0.663 -2.192 0.959

Results
E_LUMO (alpha / beta): -0.1 / 0.0 eV
DFT total energy: -320.68515 Eh
Strongest force on any atom: 0.06932 Eh/bohr

For reference, the natural (NBO) charges in units of e are:
1 N -0.381
2 N -0.401
3 N -0.382
4 C -0.106
5 C -0.655
6 C -0.099
7 C 0.410
8 H 0.199
9 H 0.217
10 H 0.210
11 H 0.217
12 H 0.181
13 H 0.189
14 H 0.400

=====

Entry 9:
One molecule with the formula C4H7N3 in a non-equilibrium geometry. Source: the Open Molecules 2025 dataset; level of theory: ωB97M-V with the def2-TZVPD basis set.

CARTESIAN COORDINATES (ANGSTROEM)
1 N -1.721 -0.245 -1.814
2 N -0.829 -0.030 0.249
3 N 0.175 0.480 2.473
4 C 0.958 -0.303 -1.184
5 C 0.230 0.202 0.989
6 C 1.414 0.044 0.123
7 C -0.380 -0.298 -1.074
8 H -2.059 -1.369 -2.069
9 H 0.318 -0.275 3.108
10 H 0.611 1.402 2.482
11 H -1.253 0.368 -2.606
12 H 1.796 -0.261 -2.061
13 H -1.582 0.543 0.656
14 H 2.323 -0.260 0.727

Results
E_LUMO: 1.0 eV
DFT total energy: -320.75253 Eh
Structure (SMILES): Nc1ccc(N)[nH]1
Strongest force on any atom: 0.12287 Eh/bohr

For reference, the natural (NBO) charges in units of e are:
1 N -0.858
2 N -0.549
3 N -0.905
4 C -0.328
5 C 0.312
6 C -0.379
7 C 0.239
8 H 0.382
9 H 0.397
10 H 0.397
11 H 0.382
12 H 0.253
13 H 0.435
14 H 0.222

=====

Among the records above, which one has the lowest DFT total energy? number 3